{"formula": "C44H88O22S6", "method": "ωB97M-V/def2-TZVPD", "lumo_energy_ev": 0.3269, "fmax_ev_per_a": 2.8, "elements": ["O", "S", "O", "C", "C", "C", "C", "H", "H", "H", "H", "H", "H", "H", "H", "O", "S", "O", "C", "C", "C", "C", "H", "H", "H", "H", "H", "H", "H", "H", "O", "S", "O", "C", "C", "C", "C", "H", "H", "H", "H", "H", "H", "H", "H", "O", "S", "O", "C", "C", "C", "C", "H", "H", "H", "H", "H", "H", "H", "H", "O", "S", "O", "C", "C", "C", "C", "H", "H", "H", "H", "H", "H", "H", "H", "O", "S", "O", "C", "C", "C", "C", "H", "H", "H", "H", "H", "H", "H", "H", "C", "C", "O", "C", "O", "O", "C", "H", "H", "H", "H", "H", "H", "H", "H", "C", "C", "O", "C", "O", "O", "C", "H", "H", "H", "H", "H", "H", "H", "H", "C", "C", "C", "O", "H", "H", "H", "H", "H", "H", "C", "C", "C", "O", "H", "H", "H", "H", "H", "H", "C", "C", "C", "O", "H", "H", "H", "H", "H", "H", "C", "C", "C", "O", "H", "H", "H", "H", "H", "H"], "coordinates": [[-3.9073, -6.3797, 0.2181], [-3.4586, -5.6963, -0.9542], [-4.4760, -5.1814, -1.8475], [-2.4188, -4.4038, -0.5125], [-0.9830, -4.8858, -0.6192], [-0.9427, -5.8986, -1.7425], [-2.2430, -6.7296, -1.8057], [-2.6766, -4.0323, 0.5124], [-2.4196, -3.5942, -1.2730], [-0.3073, -3.9929, -0.7377], [-0.6991, -5.3223, 0.3756], [-0.1584, -6.5750, -1.5035], [-0.8265, -5.4421, -2.7000], [-2.1760, -7.6300, -1.1712], [-2.6768, -6.9796, -2.8110], [-0.8032, -4.1475, 2.5133], [-1.3241, -3.0138, 3.2411], [-2.1908, -2.1695, 2.4301], [-2.2855, -3.3765, 4.7037], [-1.2832, -3.1639, 5.8610], [-0.4008, -1.9804, 5.4938], [0.0375, -2.2271, 4.0660], [-2.7010, -4.3515, 4.5474], [-2.9873, -2.5387, 4.7244], [-1.7744, -2.9143, 6.7784], [-0.6728, -4.0916, 5.9405], [0.4469, -1.9798, 6.1941], [-0.8775, -0.9748, 5.6887], [0.9139, -2.8609, 3.8961], [0.1699, -1.2957, 3.5408], [0.1791, 6.1798, -3.3875], [-0.5212, 5.5410, -2.3089], [-1.6151, 4.5980, -2.6345], [0.7070, 4.7335, -1.3626], [1.1858, 5.8924, -0.4688], [-0.0976, 6.6835, 0.0446], [-1.0270, 6.8375, -1.1340], [1.3784, 4.2848, -2.0749], [0.3212, 3.9250, -0.7897], [1.7723, 5.6027, 0.4231], [1.8130, 6.5357, -1.0459], [0.3067, 7.6362, 0.4544], [-0.6472, 6.1721, 0.8541], [-0.9148, 7.7552, -1.7699], [-2.0224, 6.6097, -0.8531], [2.2162, 0.9227, -4.9076], [1.6027, 1.8873, -4.0355], [2.4063, 2.9719, -3.4408], [0.2178, 2.5738, -4.8469], [-0.9948, 1.7056, -4.4387], [-0.7574, 1.4357, -2.9237], [0.7081, 1.0080, -2.7874], [0.4806, 2.7509, -5.8797], [-0.0532, 3.5157, -4.4416], [-1.9302, 2.3361, -4.5529], [-1.3235, 0.7574, -4.9523], [-1.4769, 0.6395, -2.6224], [-0.8479, 2.3346, -2.3707], [0.8483, -0.0818, -3.0839], [1.1726, 1.1310, -1.7948], [3.0639, -1.6170, 2.2862], [3.5991, -2.9218, 1.8840], [4.3285, -3.5981, 2.9124], [2.3482, -4.0038, 1.1820], [2.5531, -4.1020, -0.3030], [4.0932, -4.0158, -0.4882], [4.5667, -2.7968, 0.4289], [1.3749, -3.6196, 1.4661], [2.4822, -4.9709, 1.6387], [2.2007, -4.9736, -0.7920], [2.1645, -3.2281, -0.8277], [4.3518, -3.8534, -1.5536], [4.4928, -4.9568, -0.1243], [4.3853, -1.8439, -0.0258], [5.6607, -2.9010, 0.6533], [2.9470, -2.3304, -2.9947], [2.2264, -3.3110, -3.7768], [2.4252, -4.7231, -3.5229], [0.5329, -2.8030, -3.7224], [0.0812, -2.6078, -5.1707], [1.3187, -2.2852, -6.0341], [2.4926, -3.1001, -5.5221], [0.6088, -2.0475, -2.9471], [-0.0719, -3.6049, -3.2255], [-0.3741, -3.5296, -5.4752], [-0.6401, -1.7949, -5.1755], [1.6292, -1.2251, -5.8894], [1.2291, -2.4319, -7.0771], [3.4014, -2.5138, -5.7151], [2.5623, -4.1836, -5.8486], [-0.7859, 1.8387, 8.2454], [-2.3017, 1.9356, 8.1496], [-2.6777, 2.2703, 6.7916], [-2.6839, 1.2267, 5.9282], [-2.4418, 0.0834, 6.2691], [-3.2357, 1.6580, 4.7713], [-3.5386, 0.4869, 3.9058], [-0.2794, 2.8324, 8.1235], [-0.3388, 1.0511, 7.5908], [-0.6383, 1.5276, 9.3100], [-2.7971, 2.7273, 8.7231], [-2.7861, 0.9449, 8.4024], [-4.2334, -0.1044, 4.4185], [-2.6224, -0.0653, 3.6003], [-3.9602, 0.9252, 3.0411], [5.1584, 6.0169, -1.5404], [5.5178, 4.5571, -1.6023], [4.4055, 3.9639, -0.8579], [4.1662, 2.6425, -1.0971], [3.1839, 2.0577, -0.6925], [5.0586, 1.9907, -1.9068], [4.6863, 0.6527, -2.2833], [5.1535, 6.4034, -0.5363], [4.1475, 6.1517, -1.9072], [5.8284, 6.6411, -2.1319], [6.4735, 4.2669, -1.1172], [5.5587, 4.1295, -2.5878], [5.6620, 0.3454, -2.7175], [3.7892, 0.6107, -2.8448], [4.5590, 0.0903, -1.3834], [-3.0611, 4.9086, 2.4596], [-2.6144, 4.1591, 1.1968], [-3.5408, 4.1462, 0.0947], [-1.5387, 3.5850, 1.1390], [-3.2379, 5.9533, 2.2805], [-2.2755, 4.7628, 3.2209], [-4.0096, 4.5002, 2.8440], [-3.5719, 5.0188, -0.5750], [-4.5655, 4.0419, 0.5160], [-3.3302, 3.3510, -0.5751], [-4.9507, -3.5268, -4.4504], [-3.7529, -2.9700, -3.8187], [-3.7919, -1.7901, -2.7687], [-2.6871, -3.4419, -4.1207], [-5.8196, -3.0287, -4.0624], [-4.9644, -4.5244, -4.0910], [-5.0038, -3.4625, -5.5899], [-4.1445, -2.1683, -1.7926], [-4.3036, -0.9008, -3.1501], [-2.7476, -1.4404, -2.5853], [2.2331, 1.3545, 3.1167], [0.8127, 1.7237, 3.3415], [0.4824, 3.2112, 3.5815], [-0.1301, 0.9396, 3.2500], [2.9319, 1.9569, 3.6210], [2.4506, 1.4965, 2.0426], [2.4089, 0.3079, 3.3762], [0.9716, 3.7755, 2.7868], [0.9093, 3.5428, 4.5319], [-0.6075, 3.3022, 3.5772], [-1.7640, -0.1148, 0.3046], [-0.6071, -0.8981, -0.1808], [0.6840, -0.4389, 0.3556], [-0.6954, -1.8523, -0.9183], [-1.7460, -0.0609, 1.3955], [-2.6909, -0.5039, -0.1256], [-1.6855, 0.8932, 0.0158], [1.5434, -1.0808, 0.0475], [0.6079, -0.3886, 1.4378], [0.7558, 0.6506, 0.0525]], "forces_ev_per_a": [[-0.2, -0.6, 0.8], [-0.9, -0.1, -0.8], [0.0, -0.2, -0.3], [1.3, 2.4, 0.5], [0.5, 0.3, 2.0], [-0.6, -0.7, -0.1], [-0.7, 0.0, 0.2], [0.1, -0.2, -1.0], [-0.9, -0.4, 0.5], [-0.7, -1.1, -0.2], [-0.1, 0.0, -1.0], [1.0, -0.5, -0.5], [0.5, 0.4, -0.6], [-0.1, 0.3, -0.4], [0.7, 0.3, 0.9], [0.2, -0.6, 0.4], [-0.9, -0.1, -1.0], [0.6, 0.4, 0.4], [1.1, 1.1, 0.5], [-0.1, -0.9, -0.6], [0.6, 0.5, 0.8], [0.2, 0.9, -0.5], [-0.5, -0.4, 0.3], [-0.3, -0.5, -0.1], [-0.5, -0.4, 0.6], [-0.3, 0.6, 0.3], [0.1, -0.1, -0.4], [0.3, -1.4, -0.8], [-0.2, 0.0, 0.3], [0.3, 0.4, -0.3], [0.0, 0.4, -0.5], [-1.5, -1.6, -0.5], [1.0, 1.4, 0.4], [0.3, 0.7, 1.0], [-0.6, -0.6, 1.4], [1.6, 0.2, 0.2], [0.8, 0.3, -1.3], [0.7, 0.3, -0.2], [-0.8, -0.5, 0.7], [-0.2, -0.3, -0.6], [0.3, 0.7, -0.4], [-0.7, -0.4, -0.3], [0.6, 0.0, -0.3], [-0.3, -0.7, 0.9], [-1.1, 0.2, 0.0], [0.5, -0.1, -0.3], [0.9, 1.5, 1.1], [-0.6, -1.3, -0.8], [-1.2, -0.8, -0.6], [-1.8, 0.3, 0.0], [0.1, -1.4, -1.1], [0.0, -2.2, 0.3], [-0.1, -0.4, -0.4], [0.3, 1.1, 0.6], [1.1, -0.5, 0.2], [1.3, 0.8, 0.1], [0.7, 0.7, 0.3], [-0.7, 0.9, 0.6], [-0.2, 1.3, 0.4], [-0.2, 0.3, -0.6], [0.0, -1.0, -0.9], [-0.5, 1.3, 0.7], [0.4, -0.9, 0.4], [-0.9, 0.0, 0.3], [1.7, 1.8, -0.4], [-0.4, 1.1, 0.2], [1.4, -1.8, -1.3], [-0.2, 0.0, 0.1], [0.1, -0.3, 0.4], [-0.6, -0.9, -0.1], [-0.4, 0.0, 0.1], [0.0, -0.1, 0.8], [0.5, 0.0, 0.0], [-0.2, 0.5, -0.4], [-1.1, 0.2, 0.1], [0.5, 0.1, 0.1], [0.4, -0.3, -0.2], [-0.1, 0.1, 0.5], [-0.5, -1.8, 1.0], [0.5, 1.0, 0.4], [0.5, 1.0, 1.4], [0.5, -0.8, -0.4], [-0.6, 0.8, -0.6], [0.6, 0.6, -0.5], [-0.4, -0.3, -0.3], [-0.2, -0.1, -0.4], [-0.5, -0.5, -0.1], [-0.6, -0.2, -1.1], [0.0, -0.7, 0.3], [-0.1, 1.4, -0.1], [0.2, 0.2, 1.4], [-0.4, -1.0, -0.9], [0.2, -0.5, -0.8], [-1.6, 0.7, 1.1], [-0.1, 0.9, -0.8], [1.0, -1.9, 0.3], [2.1, 1.2, -0.1], [-0.5, -0.9, -0.1], [-0.6, 0.8, 0.4], [0.4, 0.2, -0.7], [0.6, -0.2, 0.1], [0.6, 1.1, -0.2], [-0.9, -1.1, 0.6], [-0.6, 0.4, 0.5], [-0.5, 0.4, -0.9], [0.4, 0.4, -0.6], [0.0, -0.1, 1.1], [0.5, -2.4, -0.7], [-0.6, -0.8, -0.9], [0.5, 0.9, 0.5], [-0.7, 2.0, 0.9], [2.4, 0.3, 0.9], [0.2, 0.0, 0.6], [-0.1, 0.0, -0.3], [0.0, -0.1, -0.1], [-0.5, 0.4, 0.0], [-0.3, 0.1, -0.5], [-1.2, -0.3, -0.5], [-0.4, 0.0, -1.0], [-0.3, -0.5, 0.6], [0.6, -1.2, 0.4], [1.4, 0.4, 1.5], [-2.5, 0.3, -1.1], [-0.5, 0.3, 0.1], [0.0, 0.6, -0.3], [-0.5, 0.3, -0.3], [0.3, 0.0, -0.2], [0.2, 0.1, 0.6], [0.5, 0.0, -0.5], [0.2, -0.9, -0.5], [-1.4, 1.0, -1.3], [1.1, 1.6, 0.6], [1.1, -0.6, -0.5], [1.1, -0.2, 0.1], [-0.7, 0.1, 0.1], [-0.2, -1.2, 0.0], [0.5, -0.2, 1.6], [-0.4, 0.3, -0.5], [-0.5, -0.4, 0.2], [-0.5, -0.6, -0.2], [-0.4, -1.3, -0.9], [-1.7, 0.8, 0.0], [0.3, -1.1, 0.1], [1.1, 0.3, 0.2], [0.7, 1.0, 0.9], [-0.1, -0.2, 0.2], [0.0, 0.1, -0.2], [-0.2, 0.2, 0.0], [0.0, 0.0, 0.0], [0.4, 0.2, -0.1], [-1.0, -0.7, 0.1], [0.2, -0.1, 0.5], [1.0, 0.9, -0.3], [-0.2, -0.3, -0.7], [-0.2, -0.4, -0.1], [0.0, -0.1, 0.5], [0.3, 1.5, -0.6], [-0.6, 0.8, 0.1], [0.1, -0.1, 0.2], [0.5, -1.2, 0.3]]}